85
Properties=species:S:1:pos:R:3:forces:R:3 method="wB97M-V/def2-TZVPD" e_above_lowest_kcal_mol=0.0 multiplicity=2 gap_ev="7.3 / 7.3" total_charge=+2
Ti -0.031 -1.817 -0.581 -0.16 -0.12 -0.01
C -1.042 -2.260 2.167 -0.03 0.04 -0.02
C -0.380 -3.320 1.540 0.09 0.01 -0.10
C 0.962 -3.571 1.838 0.01 -0.02 0.01
C 1.617 -2.799 2.786 -0.02 0.00 0.00
C 0.949 -1.756 3.419 0.00 -0.01 -0.02
C -0.370 -1.475 3.099 -0.03 0.01 0.01
H -2.095 -2.075 1.992 0.01 -0.03 -0.01
H -0.905 -4.009 0.888 -0.08 0.01 0.04
H 1.472 -4.390 1.350 0.00 0.00 0.00
H 2.644 -3.021 3.045 0.00 0.00 0.00
H 1.459 -1.166 4.170 0.00 0.00 0.00
H -0.895 -0.673 3.602 0.01 0.01 0.01
Cl 3.170 -5.193 -2.063 0.00 -0.02 0.02
C 2.687 -3.814 -2.958 0.03 0.06 -0.04
C 3.218 -3.592 -4.251 0.00 -0.01 0.02
C 2.854 -2.499 -4.982 0.01 0.01 -0.02
Cl 3.519 -2.255 -6.550 0.00 0.00 0.01
C 1.923 -1.554 -4.464 -0.01 0.00 0.02
C 1.466 -0.399 -5.128 -0.01 0.00 0.00
C 0.555 0.418 -4.508 0.00 0.01 0.00
C 0.088 0.088 -3.229 0.01 -0.01 0.00
N 0.489 -0.986 -2.574 0.03 -0.01 0.03
C 1.410 -1.797 -3.181 0.00 -0.01 -0.01
C 1.795 -2.925 -2.423 -0.02 0.01 0.03
O 1.223 -3.029 -1.208 -0.04 0.13 0.03
H 3.924 -4.305 -4.653 0.00 0.00 -0.01
H 1.836 -0.169 -6.118 0.00 0.00 0.00
H 0.187 1.311 -4.990 0.00 0.00 0.00
H -0.636 0.722 -2.733 0.00 0.00 0.00
C -3.632 3.589 2.304 0.00 0.00 0.00
C -3.566 3.521 0.770 0.00 0.00 0.00
C -2.823 4.752 0.227 0.01 0.01 0.00
C -4.988 3.511 0.211 -0.01 0.00 0.00
C -2.791 2.275 0.373 -0.01 0.01 0.01
C -3.322 1.265 -0.426 -0.02 -0.01 -0.02
C -2.557 0.159 -0.731 0.05 -0.02 0.00
N -1.300 -0.009 -0.301 0.12 -0.07 0.09
C -0.754 0.973 0.453 -0.02 0.07 0.02
C -1.474 2.100 0.800 0.01 -0.05 -0.02
C 0.665 0.774 0.843 0.01 0.02 0.01
C 1.396 1.699 1.557 0.01 -0.02 -0.02
C 2.747 1.478 1.845 0.00 0.01 0.02
C 3.301 0.297 1.364 0.01 -0.02 0.00
C 2.508 -0.600 0.673 -0.02 -0.02 0.00
N 1.215 -0.382 0.423 0.00 0.01 -0.08
C 3.534 2.509 2.638 -0.01 0.01 -0.01
C 4.986 2.082 2.847 0.01 0.00 0.00
C 2.865 2.687 4.011 0.00 -0.01 0.00
C 3.511 3.841 1.873 0.00 0.01 0.00
H -4.186 4.479 2.602 0.00 0.00 0.00
H -2.641 3.653 2.756 0.00 0.00 0.00
H -4.144 2.719 2.717 0.00 0.00 0.00
H -3.369 5.654 0.503 0.00 0.00 0.00
H -2.749 4.723 -0.861 0.00 0.00 0.00
H -1.816 4.840 0.639 0.00 0.00 0.00
H -5.502 4.418 0.529 0.00 0.00 0.00
H -5.566 2.663 0.582 0.00 0.00 0.00
H -4.999 3.497 -0.880 0.00 0.00 0.00
H -4.328 1.324 -0.813 0.00 0.00 0.00
H -2.956 -0.629 -1.355 -0.02 0.01 0.00
H -1.010 2.862 1.407 0.00 0.00 0.00
H 0.931 2.614 1.891 -0.01 0.00 0.00
H 4.340 0.055 1.525 0.00 0.00 0.00
H 2.913 -1.535 0.306 0.00 0.00 0.00
H 5.060 1.145 3.402 0.00 0.00 0.00
H 5.503 2.845 3.427 0.00 0.00 0.00
H 5.520 1.975 1.901 0.00 0.00 0.00
H 2.868 1.752 4.575 0.00 0.00 0.00
H 1.834 3.034 3.926 0.00 0.00 0.00
H 3.415 3.429 4.589 0.00 0.00 0.00
H 3.973 3.740 0.890 0.00 0.00 0.00
H 4.070 4.590 2.433 0.00 0.00 0.00
H 2.497 4.221 1.737 0.00 0.00 0.01
Cl -2.314 -4.794 -4.836 -0.01 0.00 0.01
C -2.612 -4.201 -3.255 0.00 -0.01 -0.02
C -3.782 -4.502 -2.578 0.01 0.01 -0.01
C -3.949 -3.985 -1.302 0.00 0.00 0.02
C -2.953 -3.201 -0.757 -0.02 0.00 0.02
N -1.819 -2.906 -1.412 0.09 0.01 -0.01
C -1.658 -3.404 -2.644 -0.03 0.00 0.01
H -4.537 -5.124 -3.039 0.00 0.00 0.00
H -4.842 -4.194 -0.731 0.00 0.00 -0.01
H -3.064 -2.789 0.238 0.01 0.00 -0.01
H -0.741 -3.175 -3.168 0.01 0.00 0.00

=====

9
Properties=species:S:1:pos:R:3:forces:R:3 method="wB97M-V/def2-TZVPD" e_above_lowest_kcal_mol=23.6 gap_ev=8.3 total_charge=+1
C 1.499 0.078 0.376 1.39 -1.68 -0.70
N -3.441 0.536 0.963 1.11 -0.54 -0.32
N -2.064 -0.354 -0.678 1.58 -0.91 -2.29
N -2.645 0.079 0.304 -1.72 1.07 2.19
O 2.190 -0.149 -0.707 -0.31 2.28 -0.66
Cl -0.393 -0.964 -0.524 -1.42 -0.01 0.58
H 0.882 0.942 0.629 0.56 0.14 -0.38
H 1.842 -0.666 1.169 -0.95 1.08 -0.87
H 2.129 0.498 -1.532 -0.24 -1.43 2.44

=====

88
Properties=species:S:1:pos:R:3:forces:R:3 method="wB97M-V/def2-TZVPD" e_above_lowest_kcal_mol=19.2 multiplicity=2 gap_ev="6.3 / 6.5" total_charge=+1
Ti -0.594 -0.052 0.139 -2.08 0.05 1.36
C -2.747 -2.460 -2.207 0.04 0.14 0.07
O -1.895 -1.332 -1.982 0.06 0.09 -0.16
C -1.420 -0.708 -3.112 -0.12 -0.21 0.00
C -2.073 -0.780 -4.335 0.03 0.04 -0.03
C -1.567 -0.095 -5.430 0.01 0.00 0.01
C -0.403 0.648 -5.304 0.00 0.01 -0.01
C 0.252 0.702 -4.084 0.11 0.14 -0.05
C -0.247 0.035 -2.975 -0.05 -0.05 0.32
N 0.385 0.081 -1.674 0.18 0.18 -1.41
N 1.535 0.615 -1.746 0.74 -0.39 0.02
C 2.428 0.528 -0.727 0.18 0.37 -0.14
C 2.219 -0.297 0.389 -0.03 0.06 -0.16
O 1.032 -0.759 0.619 1.58 -0.78 0.33
C 3.306 -0.656 1.232 -0.04 -0.01 0.05
C 4.514 -0.085 1.031 0.19 0.10 -0.07
C 4.751 0.866 -0.019 0.08 -0.08 0.15
C 6.009 1.483 -0.174 0.00 -0.04 0.06
C 6.224 2.390 -1.179 -0.05 0.04 -0.06
C 5.180 2.705 -2.067 0.07 0.00 0.03
C 3.949 2.110 -1.939 -0.03 -0.05 0.02
C 3.712 1.178 -0.912 -0.19 -0.03 -0.07
H -2.304 -3.121 -2.949 0.03 -0.03 -0.06
H -2.831 -2.988 -1.265 0.01 0.00 0.03
H -3.738 -2.146 -2.534 -0.04 0.02 -0.01
H -2.978 -1.360 -4.442 0.02 0.00 0.02
H -2.084 -0.152 -6.380 0.03 0.00 0.04
H 0.003 1.177 -6.156 -0.01 -0.02 0.04
H 1.170 1.261 -3.976 -0.03 0.00 -0.02
H 3.116 -1.344 2.046 -0.02 0.01 -0.04
H 5.339 -0.333 1.692 -0.02 0.03 -0.05
H 6.807 1.227 0.514 -0.05 0.02 -0.03
H 7.192 2.861 -1.292 -0.04 -0.01 0.00
H 5.351 3.424 -2.860 -0.01 -0.03 0.03
H 3.147 2.351 -2.625 0.03 0.00 0.01
C 2.656 2.960 4.722 -0.02 0.02 0.00
C 2.898 1.647 3.989 -0.16 0.01 0.04
N 1.698 0.822 3.890 -0.10 0.05 0.09
C 0.776 0.933 2.915 0.29 0.12 -0.18
S -0.628 -0.062 2.977 0.16 0.21 -0.15
N 1.083 1.824 1.966 -0.34 -0.38 -0.10
N 0.243 1.785 0.895 0.55 0.68 0.21
C 0.290 2.810 0.106 -0.25 0.04 -0.08
C 1.189 3.979 0.320 -0.01 0.08 -0.12
C -0.689 2.777 -0.995 0.14 -0.05 0.27
C -0.772 3.766 -1.959 -0.02 0.19 -0.19
C -1.786 3.707 -2.904 0.07 0.09 -0.03
C -2.704 2.673 -2.849 -0.04 0.03 -0.02
C -2.535 1.709 -1.873 0.04 -0.09 0.11
N -1.544 1.738 -0.979 -0.08 0.00 -0.18
H 3.578 3.543 4.777 -0.04 -0.03 -0.01
H 2.306 2.783 5.741 0.01 0.01 -0.04
H 1.903 3.551 4.197 0.03 -0.02 0.02
H 3.658 1.055 4.499 0.02 -0.03 0.04
H 3.248 1.839 2.978 0.02 -0.02 -0.03
H 1.421 0.266 4.682 0.05 -0.04 0.00
H 1.528 3.994 1.349 0.01 0.00 0.04
H 0.686 4.918 0.086 0.02 -0.03 0.00
H 2.073 3.894 -0.322 -0.04 0.00 0.03
H -0.051 4.571 -1.965 -0.04 -0.01 -0.03
H -1.862 4.468 -3.672 0.01 -0.03 0.05
H -3.524 2.600 -3.550 0.03 0.00 0.03
H -3.218 0.871 -1.798 0.04 -0.01 0.00
N -2.728 -3.589 1.593 -0.02 -0.28 -0.02
C -1.952 -4.772 1.716 -0.13 0.12 0.02
C -2.480 -5.869 2.368 -0.07 -0.04 0.05
C -1.734 -7.035 2.485 -0.01 -0.01 0.01
C -0.458 -7.095 1.950 0.00 0.01 0.00
C 0.069 -5.985 1.301 0.07 -0.10 0.01
C -0.677 -4.827 1.179 0.03 -0.01 -0.02
S 0.040 -3.455 0.339 0.01 0.21 -0.17
N -1.138 -2.233 0.514 0.24 -0.06 -0.12
C -2.270 -2.425 1.065 -0.45 0.22 0.17
C -3.209 -1.255 1.139 0.30 -0.36 -0.03
C -4.534 -1.398 1.493 -0.28 -0.04 0.11
C -5.315 -0.266 1.675 -0.09 -0.20 0.01
C -4.726 0.970 1.521 0.01 0.16 0.01
C -3.406 1.026 1.114 0.10 -0.03 0.03
N -2.664 -0.059 0.884 -0.70 -0.04 -0.06
H -3.533 -3.534 2.191 0.00 -0.02 0.05
H -3.481 -5.815 2.786 0.06 -0.01 -0.03
H -2.156 -7.892 2.994 0.01 0.02 -0.01
H 0.132 -7.997 2.038 -0.03 0.03 0.00
H 1.072 -6.021 0.888 -0.06 0.00 0.02
H -4.971 -2.380 1.611 -0.05 0.04 0.01
H -6.359 -0.354 1.947 0.05 -0.02 0.00
H -5.274 1.886 1.695 0.02 -0.02 -0.01
H -2.909 1.972 0.978 0.03 0.08 -0.04

=====

24
Properties=species:S:1:pos:R:3:forces:R:3 method="wB97M-V/def2-TZVPD" e_above_lowest_kcal_mol=121.8 gap_ev=8.5
C 1.469 -0.615 -0.360 -0.14 0.08 0.90
C 1.880 0.848 -0.457 -0.01 -0.20 0.12
C 0.598 -1.074 -1.471 -2.70 0.41 0.52
C 0.865 -0.943 1.057 2.94 -1.19 -0.51
O 0.374 -2.236 1.008 -0.50 0.44 0.18
O 1.428 -0.518 2.053 -1.01 0.12 -0.16
H 0.169 -2.487 1.920 0.11 0.05 -0.05
H 2.356 -1.264 -0.359 0.06 0.24 0.13
H -0.536 -0.700 -1.173 2.50 -0.74 -0.89
H 1.002 1.490 -0.520 -0.07 0.05 -0.04
H 2.497 1.022 -1.339 -0.01 0.00 0.00
H 2.437 1.131 0.434 0.04 0.04 -0.03
H 0.436 -2.147 -1.495 0.31 -0.07 -0.27
H 0.742 -0.607 -2.442 0.23 -0.13 -0.06
C -0.919 1.189 1.658 -0.39 0.71 -0.40
C -1.747 -0.152 -0.562 -1.00 0.46 3.78
C -2.221 0.902 -1.199 0.41 0.36 0.21
O -0.911 -0.073 1.040 -1.09 -0.05 -3.25
H -2.262 -1.079 -0.351 0.08 0.04 -0.16
H -1.840 1.318 2.234 -0.01 -0.02 -0.03
H -0.066 1.278 2.331 0.10 -0.25 -0.12
H -0.866 2.003 0.917 0.04 -0.13 0.23
H -3.239 0.911 -1.562 0.12 -0.42 -0.45
H -1.646 1.802 -1.363 -0.01 0.20 0.34

=====

9
Properties=species:S:1:pos:R:3:forces:R:3 method="wB97M-V/def2-TZVPD" e_above_lowest_kcal_mol=36.7 gap_ev=8.0
C 0.710 0.622 -0.069 -3.07 0.92 -1.32
C -0.021 -0.588 0.546 -0.02 2.30 -2.94
O -0.040 -1.687 -0.163 -0.83 -0.04 3.53
Cl -2.448 0.409 0.022 1.21 -0.49 0.25
H 0.612 0.685 -1.234 0.38 -0.66 2.02
H -0.096 1.382 0.219 1.63 -0.30 -0.22
H 1.716 0.903 0.235 -0.09 -0.41 0.39
H -0.508 -0.340 1.482 0.18 -1.51 0.52
H 0.076 -1.387 -1.037 0.62 0.18 -2.23

=====

53
Properties=species:S:1:pos:R:3:forces:R:3 method="wB97M-V/def2-TZVPD" e_above_lowest_kcal_mol=1.4 gap_ev="6.8 / 6.9"
Ce 8.767 12.158 9.024 0.23 -0.41 0.22
O 13.262 11.685 13.421 0.96 -0.03 1.37
C 12.486 12.082 12.447 -0.63 -0.57 -1.90
C 12.756 11.705 11.109 -0.38 0.27 -0.38
C 11.800 11.985 10.144 0.44 0.11 0.98
N 10.678 12.625 10.471 0.28 -0.50 -0.84
C 10.443 13.015 11.710 0.05 -0.11 -0.33
C 11.307 12.763 12.730 -0.13 0.28 0.61
C 9.112 13.703 11.817 0.11 0.66 1.19
O 8.818 14.348 12.806 -0.06 -0.43 -0.62
O 8.431 13.541 10.728 -0.95 0.24 -0.43
C 11.851 11.544 8.686 0.42 -0.10 0.91
O 12.769 10.855 8.299 -0.47 0.35 -0.35
O 10.788 11.976 8.076 -0.10 -0.33 -0.80
H 14.025 11.202 13.083 0.00 -0.04 0.01
H 13.647 11.169 10.787 -0.08 0.03 0.29
H 10.981 13.063 13.714 0.35 -0.03 0.26
S 7.926 10.356 10.812 -0.58 0.56 -0.33
C 9.022 9.466 9.807 0.52 0.23 -0.84
C 10.130 8.931 10.514 -0.23 -0.43 -0.42
C 11.082 8.175 9.868 -0.19 0.45 -0.31
C 12.135 7.564 10.622 0.15 -0.27 0.01
N 12.954 7.032 11.230 -0.05 0.19 -0.01
C 11.028 8.067 8.450 -0.29 -0.05 -0.12
C 10.030 8.700 7.722 0.59 -0.31 0.38
C 8.983 9.396 8.354 0.26 0.01 1.19
S 7.828 10.198 7.318 -0.12 0.43 0.56
C 11.998 7.229 7.797 0.14 -0.18 0.06
N 12.754 6.469 7.378 -0.16 0.29 -0.07
H 10.154 9.082 11.592 0.09 -0.12 -0.26
H 10.052 8.686 6.638 0.02 -0.15 0.14
C 8.284 18.361 7.064 0.54 0.00 0.67
C 8.717 17.268 6.082 -0.35 -0.31 0.19
N 8.098 15.942 6.354 0.56 0.89 -0.01
C 6.841 15.625 5.686 -0.01 -0.18 0.32
C 5.626 15.918 6.557 0.61 -0.10 0.34
C 8.618 15.130 7.279 -0.25 -0.50 -0.06
C 9.960 15.483 7.857 0.41 -0.13 0.17
N 8.044 13.994 7.615 1.54 0.64 0.65
H 8.879 19.271 6.893 -0.31 -0.24 -0.07
H 8.484 18.063 8.114 -0.06 0.03 -0.55
H 7.225 18.608 7.025 0.00 -0.02 -0.26
H 9.807 17.158 6.096 -0.34 0.05 -0.15
H 8.416 17.525 5.068 0.14 0.08 -0.03
H 6.876 14.576 5.370 -0.08 0.12 0.00
H 6.795 16.217 4.783 0.05 0.13 -0.25
H 5.640 15.330 7.475 0.04 0.11 0.08
H 4.734 15.666 6.038 -0.85 -0.22 -0.54
H 5.580 16.970 6.813 0.02 0.13 0.10
H 10.726 15.189 7.121 -0.17 0.06 0.22
H 10.168 14.938 8.785 -0.20 0.02 -0.24
H 10.097 16.551 8.065 -0.20 -0.36 -0.02
H 7.195 13.843 7.145 -1.30 -0.24 -0.75

=====

8
Properties=species:S:1:pos:R:3:forces:R:3 method="wB97M-V/def2-TZVPD" e_above_lowest_kcal_mol=10.1 gap_ev=10.1 smiles=SS.N
N 6.756 1.490 7.722 1.41 1.16 0.99
H 6.601 2.446 8.090 -0.40 -0.78 -0.33
H 7.773 1.543 7.550 -0.54 -0.47 0.04
H 6.346 1.442 6.815 -0.48 0.08 -0.70
S -2.826 -0.973 -2.267 -2.61 -1.36 0.16
S -1.206 0.126 -2.308 2.64 -1.12 0.44
H -3.180 -1.303 -0.962 0.80 0.61 -0.62
H -0.317 -1.010 -2.351 -0.83 1.87 0.03

=====

Copy entry 6 word for word.
53
Properties=species:S:1:pos:R:3:forces:R:3 method="wB97M-V/def2-TZVPD" e_above_lowest_kcal_mol=1.4 gap_ev="6.8 / 6.9"
Ce 8.767 12.158 9.024 0.23 -0.41 0.22
O 13.262 11.685 13.421 0.96 -0.03 1.37
C 12.486 12.082 12.447 -0.63 -0.57 -1.90
C 12.756 11.705 11.109 -0.38 0.27 -0.38
C 11.800 11.985 10.144 0.44 0.11 0.98
N 10.678 12.625 10.471 0.28 -0.50 -0.84
C 10.443 13.015 11.710 0.05 -0.11 -0.33
C 11.307 12.763 12.730 -0.13 0.28 0.61
C 9.112 13.703 11.817 0.11 0.66 1.19
O 8.818 14.348 12.806 -0.06 -0.43 -0.62
O 8.431 13.541 10.728 -0.95 0.24 -0.43
C 11.851 11.544 8.686 0.42 -0.10 0.91
O 12.769 10.855 8.299 -0.47 0.35 -0.35
O 10.788 11.976 8.076 -0.10 -0.33 -0.80
H 14.025 11.202 13.083 0.00 -0.04 0.01
H 13.647 11.169 10.787 -0.08 0.03 0.29
H 10.981 13.063 13.714 0.35 -0.03 0.26
S 7.926 10.356 10.812 -0.58 0.56 -0.33
C 9.022 9.466 9.807 0.52 0.23 -0.84
C 10.130 8.931 10.514 -0.23 -0.43 -0.42
C 11.082 8.175 9.868 -0.19 0.45 -0.31
C 12.135 7.564 10.622 0.15 -0.27 0.01
N 12.954 7.032 11.230 -0.05 0.19 -0.01
C 11.028 8.067 8.450 -0.29 -0.05 -0.12
C 10.030 8.700 7.722 0.59 -0.31 0.38
C 8.983 9.396 8.354 0.26 0.01 1.19
S 7.828 10.198 7.318 -0.12 0.43 0.56
C 11.998 7.229 7.797 0.14 -0.18 0.06
N 12.754 6.469 7.378 -0.16 0.29 -0.07
H 10.154 9.082 11.592 0.09 -0.12 -0.26
H 10.052 8.686 6.638 0.02 -0.15 0.14
C 8.284 18.361 7.064 0.54 0.00 0.67
C 8.717 17.268 6.082 -0.35 -0.31 0.19
N 8.098 15.942 6.354 0.56 0.89 -0.01
C 6.841 15.625 5.686 -0.01 -0.18 0.32
C 5.626 15.918 6.557 0.61 -0.10 0.34
C 8.618 15.130 7.279 -0.25 -0.50 -0.06
C 9.960 15.483 7.857 0.41 -0.13 0.17
N 8.044 13.994 7.615 1.54 0.64 0.65
H 8.879 19.271 6.893 -0.31 -0.24 -0.07
H 8.484 18.063 8.114 -0.06 0.03 -0.55
H 7.225 18.608 7.025 0.00 -0.02 -0.26
H 9.807 17.158 6.096 -0.34 0.05 -0.15
H 8.416 17.525 5.068 0.14 0.08 -0.03
H 6.876 14.576 5.370 -0.08 0.12 0.00
H 6.795 16.217 4.783 0.05 0.13 -0.25
H 5.640 15.330 7.475 0.04 0.11 0.08
H 4.734 15.666 6.038 -0.85 -0.22 -0.54
H 5.580 16.970 6.813 0.02 0.13 0.10
H 10.726 15.189 7.121 -0.17 0.06 0.22
H 10.168 14.938 8.785 -0.20 0.02 -0.24
H 10.097 16.551 8.065 -0.20 -0.36 -0.02
H 7.195 13.843 7.145 -1.30 -0.24 -0.75